A structure of composition C23H32FeGeN2Se2 in a non-equilibrium geometry, computed with ωB97M-V with the def2-TZVPD basis set.

CARTESIAN COORDINATES (ANGSTROEM)
Fe -0.843 -1.200 -1.468
C -2.174 -2.218 1.608
C -0.715 -2.219 1.770
C -0.176 -2.806 0.518
C -1.235 -3.046 -0.321
C -2.484 -2.702 0.388
H -2.858 -1.876 2.367
H -0.373 -2.701 2.702
H 0.814 -3.152 0.314
H -1.195 -3.728 -1.152
H -3.498 -2.785 0.013
Se 0.144 0.473 -4.264
Se -1.527 -1.428 -4.406
C -2.932 -0.625 -3.416
C -4.095 -0.301 -4.071
C -5.172 0.155 -3.321
C -5.012 0.205 -1.951
C -3.829 -0.105 -1.368
N -2.783 -0.530 -2.103
C 1.527 -0.436 -3.284
C 2.814 -0.247 -3.771
C 3.870 -0.662 -3.026
C 3.665 -1.233 -1.793
C 2.343 -1.423 -1.408
N 1.283 -1.056 -2.138
H -4.103 -0.332 -5.148
H -6.037 0.583 -3.779
H -5.822 0.539 -1.355
H -3.700 -0.010 -0.333
H 3.002 0.273 -4.704
H 4.864 -0.479 -3.386
H 4.535 -1.426 -1.139
H 2.129 -1.728 -0.379
C 2.566 1.354 5.825
C 1.989 0.477 4.705
C 1.922 1.210 3.357
C 1.621 0.228 2.236
Ge -0.207 -0.272 2.056
C -0.650 0.551 0.320
C -0.605 2.111 0.345
C 0.041 2.741 -0.882
C 1.556 2.501 -0.970
H 2.693 0.743 6.705
H 1.926 2.202 6.054
H 3.510 1.726 5.498
H 1.026 0.071 5.028
H 2.672 -0.373 4.624
H 2.924 1.587 3.220
H 1.266 2.061 3.344
H 2.247 -0.675 2.398
H 1.914 0.629 1.240
H -1.088 0.279 3.125
H -1.627 0.222 -0.118
H 0.170 0.196 -0.331
H -0.018 2.487 1.191
H -1.600 2.489 0.446
H -0.154 3.830 -0.722
H -0.403 2.448 -1.821
H 2.145 2.828 -0.077
H 1.974 3.136 -1.794
H 1.762 1.445 -1.198

spin multiplicity	5
energy relative to the best compared isomer or geometry (same formula, charge and spin)	0.000	eV
orbital gap (spin up / spin down)	7.64 / 7.63	eV
molecular weight	622.9	g/mol
energy	-248930.5609	eV
HOMO level (spin up / spin down)	-14.988 / -14.992	eV
net charge	+2